The following is a DFT calculation (wB97M-V/def2-TZVPD) of 2 unconnected molecules or ions with the total composition C4H13N3O.

Each line ends with the Mulliken charge.
Positions of all 21 atoms, in Å:
C -0.2748 1.7760 -0.8928  -1.424
C -0.8489 0.7844 0.0777  -0.041
N -1.0351 1.2455 1.3794  -0.584
C -1.0658 -0.5286 -0.2646  0.794
N -1.7671 -1.3816 0.6377  -0.653
N -1.0912 -0.9150 -1.6294  -0.581
H -1.0410 2.1120 -1.5950  0.345
H 0.5468 1.3427 -1.4615  0.311
H 0.0929 2.6455 -0.3531  0.428
H -1.4479 0.5505 1.9882  0.272
H -0.2249 1.6872 1.7964  0.214
H -2.0328 -2.2540 0.1983  0.219
H -1.2186 -1.5930 1.4626  0.275
H -1.4223 -0.1859 -2.2474  0.192
H -1.6311 -1.7513 -1.8106  0.259
C 2.7880 -0.5589 0.4435  -0.632
O 1.5164 -0.7447 0.9926  -0.549
H 3.5244 -0.7872 1.2189  0.241
H 2.9772 -1.2232 -0.4097  0.264
H 2.9594 0.4822 0.1367  0.238
H 0.6964 -0.7026 0.3321  0.413

## Properties
ΔE to the lowest compared entry with this formula, charge and spin ... 2.157 eV
E_tot ... -10875.5206 eV
SMILES ... CC(N)=C(N)N.CO
HOMO level ... -7.027 eV
Kohn-Sham gap ... 7.88 eV
Net charge ... 0

The following is a DFT calculation (wB97M-V/def2-TZVPD) of a molecular structure, C38H34IrNP2Te.

Each line ends with the Mulliken spin population.
Positions of all 77 atoms, in Å:
Ir -0.4366 0.3891 0.6563  0.931
C -3.4098 2.6247 1.4505  0.001
P -3.6684 1.2976 0.1998  -0.001
C -3.1479 1.7114 -1.4359  -0.021
C -2.0961 1.0474 -2.0843  0.099
C -1.7504 1.4138 -3.3717  0.021
C -2.4568 2.4236 -4.0206  -0.002
C -3.5150 3.0699 -3.3885  0.004
C -3.8739 2.7089 -2.1029  -0.002
C -2.8806 -0.1783 0.8324  -0.034
C -2.3615 -0.2237 2.1542  0.040
C -2.2024 -1.4522 2.8038  -0.013
C -2.6560 -2.6091 2.2020  -0.008
C -3.2002 -2.5761 0.9119  0.000
C -3.2659 -1.3961 0.2114  0.031
C -2.0754 3.1619 1.3531  -0.006
C -1.7680 4.5731 1.5381  0.001
C -0.4340 4.6899 1.4074  -0.002
C 0.0554 3.3681 1.0560  0.017
C 1.4331 2.9835 0.7252  0.000
P 1.6552 1.1833 0.9307  -0.047
C 3.0884 0.7666 -0.0459  -0.004
C 2.9265 0.6415 -1.4294  0.010
C 4.0319 0.4388 -2.2364  0.002
C 5.2982 0.3636 -1.6656  0.000
C 5.4630 0.5042 -0.2944  0.000
C 4.3620 0.7082 0.5242  0.001
C 1.8947 0.8195 2.6715  0.025
C 2.4897 -0.3877 3.0585  0.010
C 2.5925 -0.7037 4.4029  -0.006
C 2.1006 0.1706 5.3652  0.018
C 1.5030 1.3664 4.9875  -0.009
C 1.3946 1.6903 3.6450  0.003
N -0.9367 2.4636 1.0167  0.015
H -3.6953 2.2047 2.4188  0.000
H -4.1186 3.4387 1.2645  0.000
H -1.5726 0.2325 -1.5909  -0.038
H -0.9421 0.9089 -3.8845  0.003
H -2.1905 2.6967 -5.0331  0.000
H -4.0704 3.8391 -3.9073  0.000
H -4.7203 3.1894 -1.6251  0.000
H -2.2156 0.6818 2.7295  -0.011
H -1.8021 -1.4741 3.8088  0.002
H -2.6143 -3.5463 2.7421  0.000
H -3.5855 -3.4841 0.4661  -0.001
H -3.6989 -1.3793 -0.7825  0.001
H -2.4928 5.3378 1.7725  0.000
H 0.1788 5.5714 1.5162  0.000
H 2.1918 3.5833 1.2326  -0.001
H 1.5701 3.1612 -0.3548  -0.001
H 1.9376 0.7233 -1.8750  0.004
H 3.9140 0.3457 -3.3076  0.000
H 6.1626 0.2036 -2.2961  0.000
H 6.4525 0.4600 0.1397  0.000
H 4.5014 0.8263 1.5897  0.000
H 2.8934 -1.0657 2.3169  0.002
H 3.0714 -1.6260 4.7029  0.000
H 2.1962 -0.0748 6.4145  0.000
H 1.1401 2.0533 5.7401  0.000
H 0.9479 2.6403 3.3707  0.003
C -0.2737 -3.6973 -0.2726  -0.002
Te 0.8010 -1.8655 -0.0192  -0.032
C 0.8483 -1.8029 -2.1578  -0.002
C 0.6149 -3.2331 -2.5773  0.004
C 0.9207 -3.6440 -3.8717  0.000
C 0.7146 -4.9602 -4.2474  0.000
C 0.2136 -5.8764 -3.3302  0.000
C -0.0868 -5.4744 -2.0401  0.000
C 0.1063 -4.1485 -1.6622  0.000
H -1.3390 -3.5492 -0.1659  0.001
H 0.0790 -4.3736 0.5045  0.000
H 1.8312 -1.4431 -2.4568  0.000
H 0.0862 -1.1142 -2.5224  -0.003
H 1.3306 -2.9377 -4.5833  0.000
H 0.9587 -5.2779 -5.2517  0.000
H 0.0682 -6.9081 -3.6193  0.000
H -0.4655 -6.1935 -1.3242  0.000

## Properties
ΔE to the lowest compared entry with this formula, charge and spin ... 2.647 eV
E_tot ... -70130.2442 eV
HOMO level (alpha / beta) ... -15.813 / -15.813 eV
Kohn-Sham gap (alpha / beta) ... 3.76 / 3.75 eV
Net charge ... +3
<S²> ... 0.754
Multiplicity ... 2

The following is a DFT calculation (wB97M-V/def2-TZVPD) of C27H31N5O4 in the gas phase.

Each line ends with the Mulliken charge.
Positions of all 67 atoms, in Å:
C 2.9193 -1.4029 -3.8433  -1.412
C 2.8935 -0.8614 -2.4189  0.446
C 3.5171 0.5308 -2.3641  -0.701
C 3.5250 1.1725 -0.9760  -1.592
N 2.1840 1.4384 -0.4680  0.151
C 1.5883 0.6750 0.5012  0.105
N 2.2419 -0.4392 0.9457  -0.329
C 0.3952 1.0583 1.0674  -0.240
N -0.1705 0.2780 2.1142  0.728
C 0.1843 0.6053 3.4882  -0.752
C -0.2693 2.0090 3.8861  -0.400
C -0.1974 2.2875 5.3932  0.462
C 1.2135 2.0876 5.9439  -1.543
C -1.2040 1.4498 6.1788  -1.549
C -1.1143 -0.6671 1.8652  0.105
O -1.6647 -1.3108 2.7338  -0.693
C -1.3240 -0.9234 0.4001  0.769
C -0.5549 -1.8625 -0.2342  -0.156
C -0.7547 -2.1012 -1.6151  0.221
C 0.0142 -3.1259 -2.2893  0.083
C -0.0933 -3.6208 -3.5653  -0.458
C 0.8772 -4.6387 -3.6765  -0.589
C 1.5060 -4.6910 -2.4685  -0.564
O 0.9953 -3.7832 -1.6235  -0.331
N -1.6268 -1.4326 -2.3354  -0.702
C -2.4117 -0.5255 -1.7282  -0.113
C -3.3683 0.1630 -2.5039  -0.454
C -4.2139 1.0610 -1.9149  -0.585
C -4.1532 1.3052 -0.5336  -0.768
C -3.2290 0.6662 0.2459  -0.345
C -2.3271 -0.2454 -0.3338  0.602
C -0.3004 2.2342 0.6125  -0.166
O -1.3567 2.6657 1.0204  -0.646
N 0.3658 2.8880 -0.4266  0.015
C 1.5789 2.5845 -0.9715  0.317
O 2.1021 3.2618 -1.8238  -0.652
H 2.5015 -2.4049 -3.8841  0.277
H 3.9403 -1.4400 -4.2168  0.425
H 2.3355 -0.7630 -4.4998  0.340
H 1.8572 -0.8210 -2.0730  -0.082
H 3.4502 -1.5454 -1.7699  0.179
H 2.9767 1.1943 -3.0403  0.405
H 4.5513 0.4757 -2.7093  0.409
H 4.0195 2.1449 -1.0574  0.492
H 4.0688 0.5673 -0.2505  0.580
H 2.8037 -0.9486 0.2831  0.122
H 1.6888 -1.0152 1.5632  0.417
H -0.3134 -0.1445 4.1055  0.463
H 1.2699 0.5104 3.5960  0.080
H 0.3471 2.7433 3.3613  0.347
H -1.2970 2.1489 3.5472  0.284
H -0.4652 3.3424 5.5257  0.367
H 1.9394 2.6443 5.3548  0.363
H 1.2678 2.4391 6.9718  0.448
H 1.4884 1.0357 5.9334  0.304
H -2.2036 1.5714 5.7695  0.374
H -0.9476 0.3940 6.1494  0.338
H -1.2190 1.7629 7.2205  0.440
H 0.1860 -2.4411 0.2971  0.756
H -0.7856 -3.2859 -4.3080  0.601
H 1.0812 -5.2478 -4.5332  0.483
H 2.3023 -5.3085 -2.1014  0.492
H -3.4117 -0.0540 -3.5596  0.488
H -4.9474 1.5844 -2.5110  0.399
H -4.8422 2.0062 -0.0879  0.424
H -3.1792 0.8486 1.3077  0.414
H -0.0872 3.7180 -0.7928  0.307

## Properties
ΔE to the lowest compared entry with this formula, charge and spin ... 0.000 eV
E_tot ... -44145.2187 eV
SMILES ... CCCCn1c(N)c(N(CCC(C)C)C(=O)c2cc(-c3ccco3)nc3ccccc23)c(=O)[nH]c1=O
HOMO level ... -8.127 eV
Kohn-Sham gap ... 8.10 eV
Net charge ... 0

Max |F| for the records above, in order: 2.9 0.6 1.3 eV/A